(1)
12
Properties=species:S:1:pos:R:3:forces:R:3 method="wB97M-V/def2-TZVPD" total_energy_ha=-5395.30239 de_lowest_ev=1.000 homo_energy_ev=-10.3 smiles="CC(Br)Br.N=C=O" orbital_gap_ev=10.415 multiplicity=1
C -0.74164 -0.48864 1.84273 -1.9 0.7 0.0
C -0.51170 0.05799 -1.19524 1.6 -1.7 -2.7
C 0.62362 0.79145 -0.55996 0.5 0.6 1.6
N 0.27994 -1.10071 2.08161 -0.2 -0.5 -0.5
O -1.72173 0.16567 1.69531 2.1 -1.2 0.4
Br 2.34633 -0.22724 -1.07322 -1.0 1.2 0.1
Br 0.51458 2.70476 -0.64745 0.4 0.2 -0.7
H -0.38166 -0.88881 -0.64854 -0.5 -0.4 -1.0
H -1.58494 0.26445 -1.26385 0.5 1.1 0.7
H -0.11921 -0.03513 -2.31135 -1.2 -0.4 2.1
H 0.72917 0.69884 0.52287 -0.2 -0.4 -0.5
H 0.56723 -1.94263 1.55709 -0.2 0.9 0.5

(2)
5
Properties=species:S:1:pos:R:3:forces:R:3 method="wB97M-V/def2-TZVPD" total_energy_ha=-598.92627 de_lowest_ev=0.020 homo_energy_ev=-9.8 smiles=FF.S orbital_gap_ev=8.798 multiplicity=1
H -0.72953 1.07248 1.69284 0.0 0.0 0.0
H -1.04333 -0.17977 0.24032 0.0 0.0 0.1
F 1.87485 -0.80233 -0.88033 -0.2 -0.1 -0.1
F 0.66191 -1.21374 -1.40984 0.2 0.0 0.0
S -0.76391 1.12336 0.35701 0.0 0.1 0.0